1.
Computed, not measured: one molecule with the formula C4H5NOS2, with ωB97M-V/def2-TZVPD.

Properties
Kohn-Sham gap ... 7.4 eV
SMILES string ... C=CN(S)C(=S)C=O

Atoms and positions in Å:
C  -0.8054  -0.1865  -0.0529
H  2.9099  -2.3927  0.9967
N  0.5758  -0.1167  -0.0676
S  1.3988  1.3746  -0.5278
C  1.1782  -1.2719  0.1951
C  2.5133  -1.3899  0.4943
H  3.2704  -0.5433  0.5763
S  -1.7121  -1.5638  -0.2372
H  0.5709  -2.2225  0.2279
H  -2.6791  0.9532  -0.4976
O  -1.3569  2.0153  0.8152
C  -1.6943  1.0963  0.1125
H  0.6146  2.4386  0.3951

2.
Computed, not measured: one molecule with the formula C4H5NOS2, with ωB97M-V/def2-TZVPD.

Properties
Kohn-Sham gap ... 7.1 eV
SMILES string ... NC1=C(C=S)OCS1

Atoms and positions in Å:
S  1.8245  0.8534  -0.2023
C  0.1497  0.8757  0.0423
C  -1.6652  -0.8636  -0.0124
O  0.6060  -1.4873  -0.0672
S  -3.0728  0.0869  -0.1429
H  -0.2394  2.8245  0.0350
H  2.4710  -1.4056  -0.7904
C  -0.3416  -0.4988  -0.0396
N  -0.6303  1.9128  0.0728
H  2.3566  -1.1797  1.0263
H  -1.6480  1.8039  0.1150
C  1.9368  -0.9369  0.0130
H  -1.7472  -1.9852  -0.0496

Top of the stability list: 2, leading by 2.093 eV.

1.
Computed, not measured: a 2-piece molecular cluster, C2H7NO2Si overall, with ωB97M-V/def2-TZVPD.

Properties
Kohn-Sham gap (alpha / beta) ... 9.2 / 7.3 eV

Atoms and positions in Å:
H  -0.8960  -1.7488  -0.0988
O  2.9079  -1.1187  0.1272
H  -0.4343  2.4541  -0.3063
C  -0.1873  1.6313  0.4648
N  2.3962  -0.0137  -0.0719
H  0.4148  2.0107  1.2778
H  -0.2546  0.0209  -2.9479
H  0.6389  -2.3906  0.6348
C  -0.0034  -1.5491  0.5568
Si  0.5983  0.0035  -0.1986
O  3.0056  1.0467  -0.1322
H  -1.2171  1.2061  0.8242
H  -0.1395  -1.2258  1.5979

2.
Computed, not measured: one molecule with the formula C2H7NO2Si, with ωB97M-V/def2-TZVPD.

Properties
Kohn-Sham gap ... 10.3 eV
SMILES string ... CC(=O)ON[SiH3]

Atoms and positions in Å:
O  0.3286  -0.6112  1.0614
Si  -2.1242  -0.3913  0.3829
H  2.4471  0.8722  -1.0181
C  0.9230  -0.1621  0.1078
H  -1.8556  -1.6080  1.1172
C  2.3327  0.3909  -0.0566
H  2.4252  1.2844  0.6396
H  -3.3420  0.1068  -0.0370
H  -1.9801  0.6763  1.2669
N  -1.2124  0.0724  -1.0173
O  0.2020  0.1489  -1.0037
H  3.1229  -0.3712  0.4146
H  -1.2670  -0.4081  -1.8576

Top of the stability list: 2, leading by 3.693 eV.

1.
Computed, not measured: a 2-piece molecular cluster, C3H9NSi overall, with ωB97M-V/def2-TZVPD.

Properties
Kohn-Sham gap ... 9.1 eV

Atoms and positions in Å:
H  -1.5222  -0.4659  1.5885
H  -0.1945  2.5500  -0.6143
N  0.5972  1.9240  -0.2081
H  2.4587  -0.5826  -0.6592
H  1.4904  2.2746  0.1033
Si  0.2821  0.2316  0.1941
H  -2.9953  -1.3561  -0.2272
H  1.3952  -1.9082  -0.0788
C  1.3765  -1.0034  -0.6403
H  1.0706  -1.2946  -1.6204
C  -1.4720  -0.2353  0.4616
H  1.3834  -0.0144  2.0652
H  -1.8931  -0.5381  -1.5532
C  -2.1421  -0.7660  -0.5104

2.
Computed, not measured: a 2-piece molecular cluster, C3H9NSi overall, with ωB97M-V/def2-TZVPD.

Properties
Kohn-Sham gap ... 9.1 eV
SMILES string ... C=[SiH]C.C=N

Atoms and positions in Å:
H  2.7956  -1.8709  -0.4351
H  0.1046  0.7457  1.3897
N  -2.3975  -0.5323  -0.2733
C  2.6923  -0.9525  0.1526
H  -0.2943  1.9899  0.0970
H  -3.7368  0.9860  0.2256
H  2.5659  -1.3114  1.2335
C  -3.5316  -0.0665  -0.1721
H  -4.4439  -0.5778  -0.5034
C  0.3318  1.2081  0.3558
Si  1.5426  0.3489  -0.5410
H  2.2952  0.6859  -1.9179
H  -1.7060  -0.0539  0.2149
H  3.7821  -0.5992  0.1737

3.
Computed, not measured: one molecule with the formula C3H9NSi, with ωB97M-V/def2-TZVPD.

Properties
Kohn-Sham gap ... 10.4 eV
SMILES string ... CC/C=N/[SiH3]

Atoms and positions in Å:
H  -2.8122  -1.0232  0.3523
H  2.4189  0.9707  -0.9131
C  -0.0697  -0.3493  0.6343
N  -0.8443  0.6612  0.3065
H  1.0302  -0.0950  -1.3843
H  1.8825  -0.9818  1.2721
H  1.4480  0.8100  1.2369
Si  -2.4333  0.3514  -0.1327
H  -3.2264  1.5518  0.3063
H  -2.6159  0.2510  -1.6129
C  1.3617  -0.1249  0.7952
H  -0.6070  -1.3741  0.7523
H  2.5852  -0.6794  -0.9521
C  1.8821  0.0317  -0.6610

Top of the stability list: 3, leading by 1.015 eV.

1.
Computed, not measured: a 3-piece molecular cluster, C4H15NO2 overall, with ωB97M-V/def2-TZVPD.

Properties
Kohn-Sham gap ... 9.4 eV
SMILES string ... CCCNC.O.O

Atoms and positions in Å:
C  -1.4368  0.2675  0.6995
H  0.2664  1.4251  1.4166
C  -1.9484  -0.9789  -0.0656
H  -3.0023  -1.0962  -0.0357
H  0.4204  -0.3476  1.6926
H  1.9193  -1.8308  0.0863
H  -1.3838  -1.8327  0.3933
H  0.7740  -2.6301  0.7438
H  -1.9061  1.1629  0.3459
H  2.6987  1.5318  0.3725
C  0.0801  0.4491  1.0008
H  2.3298  1.0993  -1.2964
O  1.5154  -2.1037  0.9281
H  -1.9885  -0.9670  -1.1209
O  -1.2968  1.9951  -1.7946
H  -1.9341  0.2380  1.6675
N  0.8085  0.3585  -0.1913
H  -1.2678  1.5706  -2.7036
H  2.8425  -0.1074  0.0547
H  0.8672  -0.5654  -0.6798
H  -0.6061  1.5971  -1.3135
C  2.2484  0.7647  -0.2000

2.
Computed, not measured: a 3-piece molecular cluster, C4H15NO2 overall, with ωB97M-V/def2-TZVPD.

Properties
Kohn-Sham gap ... 10.3 eV
SMILES string ... CC[C@H](C)N.O.O

Atoms and positions in Å:
H  -2.1631  2.2273  1.4731
H  1.4843  -1.9742  -1.5604
H  2.0914  -2.4856  -0.0154
H  -1.3578  1.2411  0.5589
H  2.1580  1.5714  1.2693
H  -4.0334  -1.5083  0.0074
C  2.2374  1.6828  0.1941
O  -3.2952  -0.9324  -0.2273
H  1.4199  2.2882  -0.2024
H  -0.1664  0.3122  -1.3177
O  -2.1331  1.3290  1.1403
H  1.0820  -0.6421  1.1359
C  2.2090  0.2981  -0.4564
H  3.1825  -0.1755  -0.3110
H  2.0487  0.4221  -1.5397
C  1.0791  -0.5868  0.0357
H  3.1660  2.1750  -0.0833
H  0.3700  -2.6055  -0.3193
H  -1.0004  -0.5570  -0.2043
H  -3.6284  -0.0357  -0.1228
C  1.2463  -1.9966  -0.4936
N  -0.1816  0.0246  -0.3452

Top of the stability list: 2, leading by 2.178 eV.